# 1
29
Properties=species:S:1:pos:R:3:forces:R:3:lowdin_spin:R:1 method="wB97M-V/def2-TZVPD" charge=-1 multiplicity=2 e_homo_ev="-7.52 / -7.52" energy_ev=-100145.89969 s2=0.7873
O 1.34886 1.57638 3.09575 -3.05 -0.88 -1.44 -0.250
V -0.05591 1.23792 2.45781 2.67 1.12 -0.07 1.194
P -0.89987 3.27135 0.48157 -1.96 4.12 -3.59 0.001
F -0.96650 1.63778 0.46750 0.26 -0.56 0.72 0.003
F 0.69251 3.24489 0.73285 -0.03 -0.47 -0.87 0.005
F -0.76594 3.32231 -1.15590 -0.44 -0.12 2.75 0.000
F -0.95582 4.90412 0.63709 0.45 -1.56 -0.27 0.000
F -2.57442 3.29237 0.49868 2.21 -0.48 -0.19 0.000
F -0.92194 3.17002 2.12953 -0.36 -1.33 2.26 0.006
P -1.97700 -0.46363 3.52632 -4.75 -2.80 3.53 0.001
F -3.26812 -1.04578 2.76231 1.23 1.15 -0.34 0.000
F -2.89163 -0.19360 4.85754 0.95 0.72 -1.01 0.000
F -1.64642 -1.87265 4.10838 0.49 -1.24 -0.13 0.000
F -0.61166 0.05824 4.25425 0.94 1.88 0.48 0.013
F -0.98351 -0.72017 2.28387 0.43 0.74 -1.83 0.003
F -2.22077 1.09275 3.06185 0.67 -0.29 -0.70 0.007
O 0.90259 0.01758 0.46149 -0.26 0.58 3.92 0.016
C 1.14202 -0.40709 -0.59165 0.07 -3.50 -5.35 0.001
O 1.11767 -1.75908 -1.03398 -0.53 1.79 2.00 0.000
B 1.34016 -1.89454 -2.47042 1.22 0.13 -0.88 0.000
O 1.54529 -0.44212 -2.84788 -0.12 -0.58 -1.34 0.000
C 1.34482 0.38945 -1.89460 -0.66 4.80 -0.24 0.000
O 1.21649 1.64891 -1.99410 0.80 -4.72 0.71 0.000
O 0.35616 -2.57698 -3.39089 -0.49 0.53 0.72 0.000
C 0.92052 -3.41709 -4.24685 -0.86 -0.97 -2.38 0.000
O 0.36774 -3.98184 -5.21142 1.79 1.66 3.25 0.000
C 2.42964 -3.43863 -3.83917 3.88 -1.39 -1.16 0.000
O 2.58465 -2.65272 -2.79154 -0.79 0.47 0.47 0.000
O 3.43040 -3.99819 -4.34837 -3.79 1.20 0.97 0.000

---

# 2
76
Properties=species:S:1:pos:R:3:forces:R:3:nbo_charge:R:1 method="wB97M-V/def2-TZVPD" charge=-2 multiplicity=1 e_homo_ev=-1.83 energy_ev=-136111.44089
Sn 0.37595 0.24378 0.00837 -0.66 -0.40 -0.33 1.529
Cl 1.04801 3.37948 -1.04788 0.13 0.04 -0.03 0.027
C -0.58778 3.37800 -0.46032 -0.28 -0.09 -0.04 -0.088
C -1.16107 2.16358 -0.12045 0.52 -0.38 0.23 -0.395
C -2.49939 2.19197 0.25534 0.08 0.05 -0.05 0.031
Cl -3.29238 0.71652 0.68795 -0.15 0.16 0.06 0.041
C -3.23893 3.37748 0.28264 0.03 -0.05 -0.01 -0.127
Cl -4.91672 3.36105 0.68190 0.03 0.03 0.03 0.042
C -2.61179 4.58437 -0.02182 -0.01 -0.06 -0.01 -0.085
Cl -3.50160 6.06250 0.02793 0.02 0.00 0.02 0.030
C -1.27006 4.58932 -0.38919 0.00 0.04 -0.06 -0.087
Cl -0.47945 6.08111 -0.76280 -0.01 -0.01 -0.01 0.022
C 6.00470 0.50080 -1.88577 -0.10 0.06 -0.01 -0.590
C 4.64532 1.20733 -1.97165 0.11 -0.03 0.18 -0.438
C 4.46988 2.26359 -0.90054 -0.08 -0.11 0.01 -0.054
C 5.16750 3.46266 -1.04612 0.04 0.04 0.07 -0.216
C 5.03738 4.49184 -0.13090 0.02 -0.04 -0.01 -0.222
C 4.19853 4.32307 0.96191 0.03 0.02 -0.04 -0.215
C 3.49268 3.14438 1.14615 0.03 -0.14 0.14 -0.024
C 2.63883 2.95861 2.37000 0.17 -0.18 -0.05 -0.419
C 3.37067 2.16048 3.45687 -0.10 0.08 -0.04 -0.594
C 3.62872 2.09881 0.21640 0.16 0.32 -0.12 0.217
N 2.86850 0.91214 0.37993 -0.34 -0.30 -0.19 -0.586
C 3.53272 -0.19511 0.49922 0.13 0.15 0.26 0.153
C 2.96145 -1.47848 0.43783 0.15 -0.22 -0.07 0.028
C 3.58278 -2.73626 0.48296 0.01 -0.04 0.00 -0.252
C 2.58419 -3.67146 0.21068 -0.10 0.15 0.00 -0.331
C 1.40014 -2.94094 0.01447 0.13 -0.05 0.00 0.011
N 1.63595 -1.62789 0.14787 -0.31 0.24 0.19 -0.600
H 6.10147 -0.24680 -2.67651 0.01 0.04 0.03 0.207
H 6.12110 -0.00536 -0.92535 0.04 0.00 -0.05 0.198
H 6.82149 1.22053 -1.98531 0.00 -0.05 0.01 0.193
H 3.84562 0.47167 -1.91852 -0.06 0.03 -0.10 0.246
H 4.57048 1.69590 -2.94546 -0.07 -0.02 -0.03 0.208
H 5.83055 3.58133 -1.89905 -0.10 0.00 0.00 0.199
H 5.58388 5.41851 -0.26753 -0.04 -0.03 0.01 0.201
H 4.08242 5.12256 1.68683 -0.01 -0.04 -0.02 0.202
H 1.73377 2.42033 2.09860 -0.04 0.13 0.02 0.231
H 2.34943 3.93536 2.76152 -0.07 0.01 -0.02 0.201
H 3.68534 1.19125 3.06524 -0.02 0.03 0.07 0.210
H 2.70961 1.98511 4.30846 0.06 -0.03 -0.03 0.214
H 4.25551 2.70069 3.80321 0.00 -0.03 -0.02 0.190
H 4.61155 -0.15475 0.66031 0.03 0.05 -0.06 0.177
H 4.62883 -2.92927 0.68637 -0.10 0.06 -0.03 0.206
H 2.67805 -4.74676 0.15619 0.00 0.11 0.03 0.214
H 0.41330 -3.31154 -0.22746 0.13 0.04 0.08 0.220
F -3.54131 -2.46414 -1.70710 0.11 0.15 -0.16 -0.325
C -4.41961 -3.09462 -0.90235 -0.02 -0.17 0.06 0.305
C -5.65550 -3.39974 -1.42952 0.02 -0.07 0.19 0.343
F -5.88347 -3.03328 -2.69887 -0.05 0.14 -0.26 -0.317
C -6.64727 -4.08551 -0.71682 -0.32 -0.01 -0.17 -0.097
C -6.22725 -4.45590 0.56402 0.10 0.06 -0.12 0.285
C -4.98696 -4.14740 1.08632 -0.09 0.09 -0.03 0.376
F -4.73406 -4.54303 2.34193 0.02 -0.07 0.26 -0.319
C -4.02052 -3.44134 0.38450 0.42 0.16 -0.02 -0.159
C -2.67474 -3.11142 0.91955 -0.10 -0.07 0.07 -0.497
C -1.87145 -2.15036 0.36275 -0.08 0.14 -0.09 0.536
N -1.16628 -1.34603 -0.11608 0.10 -0.14 0.15 -0.696
C -2.09202 -3.81084 2.01662 0.02 -0.26 0.02 0.332
N -1.61086 -4.40566 2.88746 -0.13 0.30 -0.31 -0.420
F -7.06446 -5.14842 1.34977 -0.13 -0.12 0.24 -0.311
C -7.96836 -4.37445 -1.24506 -0.19 -0.05 -0.15 -0.521
C -8.40922 -3.97694 -2.53777 0.03 0.02 0.00 0.326
N -8.85102 -3.68668 -3.57248 0.17 -0.09 0.31 -0.470
C -8.98118 -5.05698 -0.51918 -0.05 -0.05 0.06 0.327
N -9.86561 -5.60268 0.00130 0.32 0.18 -0.15 -0.471
F -0.22230 1.56367 2.72345 -0.06 -0.02 0.11 -0.367
C 0.04603 0.30265 2.28361 0.41 0.07 -0.91 0.705
F 1.11709 -0.12629 2.99355 -0.04 0.03 0.06 -0.358
F -0.99781 -0.44772 2.64852 0.01 -0.10 0.17 -0.335
C -0.85392 0.18758 -2.88688 0.09 -0.17 -0.36 -0.761
C 0.51398 0.04482 -2.29506 -0.16 0.62 1.66 0.385
O 1.54953 -0.17600 -2.83945 0.19 -0.14 -0.55 -0.564
H -0.80922 0.23477 -3.97612 -0.04 -0.01 0.01 0.223
H -1.33414 1.07545 -2.46991 0.03 -0.03 -0.06 0.246
H -1.44521 -0.67503 -2.56328 0.00 0.07 -0.06 0.276